# 1
Below is a 9-piece molecular cluster, C47H75F17N11O12 overall, with properties calculated with ωB97M-V with the def2-TZVPD basis set.

Geometry as XYZ:
```
162
Properties=species:S:1:pos:R:3:lowdin_charge:R:1
C -6.69 5.35 2.88 -0.108
C -5.47 4.44 3.47 -0.197
C -4.70 3.61 2.32 -0.147
O -3.44 4.30 2.04 -0.045
N -2.38 3.64 2.50 -0.064
N -2.42 3.17 3.80 0.242
C -1.14 2.57 3.93 -0.037
C -0.78 1.92 5.36 -0.125
O -1.14 0.54 5.50 -0.176
C -2.54 0.35 5.82 -0.224
C -3.26 -0.24 4.49 -0.074
N -0.29 2.67 2.72 0.187
C 1.10 2.14 2.54 -0.218
F 1.02 0.79 3.03 0.092
F 1.44 2.00 1.17 0.124
C 2.20 2.90 3.43 -0.157
F 1.65 3.76 4.43 0.091
F 2.88 1.88 4.19 0.058
C 3.40 3.62 2.59 -0.184
F 4.18 4.23 3.64 0.084
F 4.23 2.59 2.11 0.116
C 2.97 4.78 1.61 -0.147
F 1.60 5.12 1.93 0.076
F 3.70 5.96 1.99 0.098
C 3.05 4.60 0.04 -0.175
F 3.41 3.33 -0.47 0.099
F 1.72 4.82 -0.50 0.068
C 3.99 5.65 -0.76 -0.161
F 5.35 5.63 -0.30 0.095
F 4.08 5.09 -2.09 0.076
C 3.38 7.11 -0.95 -0.189
F 4.49 8.03 -0.81 0.083
F 2.41 7.53 -0.02 0.106
C 2.78 7.43 -2.42 -0.291
F 1.75 6.55 -2.82 0.118
F 3.79 7.60 -3.41 0.107
F 2.16 8.72 -2.30 0.071
C -1.15 3.35 1.78 -0.024
O -0.78 3.66 0.46 0.087
C -1.88 3.53 -0.47 -0.278
O -2.55 4.58 -0.69 0.131
C -2.27 2.23 -1.28 -0.092
C -3.45 1.27 -0.90 -0.013
C -3.86 0.02 -1.74 -0.032
C -3.10 -0.36 -3.06 -0.018
C -1.89 0.58 -3.44 -0.037
C -1.49 1.84 -2.59 -0.011
H -6.95 5.08 1.79 0.074
H -6.42 6.47 2.86 0.085
H -7.61 5.21 3.54 0.078
H -5.79 3.82 4.37 0.112
H -4.71 5.22 3.87 0.114
H -4.61 2.49 2.52 0.121
H -5.35 3.72 1.36 0.138
H 0.34 2.02 5.64 0.140
H -1.34 2.54 6.16 0.152
H -2.63 -0.36 6.72 0.142
H -3.10 1.31 6.11 0.116
H -2.43 -0.42 3.71 0.087
H -3.70 -1.25 4.78 0.082
H -4.01 0.50 4.06 0.056
H -4.07 1.49 0.03 0.077
H -4.75 -0.68 -1.47 0.075
H -3.39 -1.25 -3.73 0.090
H -1.35 0.29 -4.42 0.088
H -0.60 2.43 -3.00 0.096
C -1.43 -3.01 -4.42 -0.310
O -1.63 -1.87 -4.81 -0.051
N -1.52 -4.14 -5.18 -0.169
C -1.26 -5.46 -4.64 -0.049
C -1.90 -4.01 -6.57 -0.041
H -1.13 -3.22 -3.38 0.107
H -0.44 -5.91 -5.20 0.090
H -2.16 -6.07 -4.74 0.093
H -0.99 -5.40 -3.58 0.066
H -1.17 -3.38 -7.09 0.093
H -2.88 -3.54 -6.64 0.097
H -1.94 -4.99 -7.05 0.074
C 4.15 -0.27 7.77 -0.328
O 4.12 -0.75 8.89 0.017
N 5.25 -0.19 6.97 -0.202
C 5.19 0.40 5.65 -0.062
C 6.51 -0.72 7.45 -0.041
H 3.24 0.17 7.31 0.130
H 5.48 -0.35 4.91 0.094
H 5.88 1.25 5.61 0.095
H 4.18 0.75 5.43 0.052
H 6.39 -1.78 7.67 0.094
H 6.79 -0.20 8.37 0.096
H 7.29 -0.59 6.70 0.088
C 0.58 -3.55 -1.59 -0.348
O 0.50 -4.73 -1.87 0.008
N 1.74 -2.88 -1.32 -0.196
C 1.74 -1.47 -0.99 -0.060
C 3.00 -3.60 -1.35 -0.040
H -0.31 -2.91 -1.54 0.124
H 2.35 -0.94 -1.72 0.091
H 2.17 -1.34 0.01 0.084
H 0.73 -1.06 -1.00 0.082
H 3.14 -4.02 -2.35 0.096
H 2.96 -4.42 -0.63 0.095
H 3.82 -2.93 -1.11 0.088
C 0.45 -4.03 10.38 -0.351
O -0.16 -2.99 10.20 0.000
N 1.80 -4.14 10.53 -0.206
C 2.45 -5.41 10.74 -0.065
C 2.61 -2.94 10.48 -0.052
H -0.07 -5.00 10.44 0.128
H 2.98 -5.39 11.69 0.090
H 3.16 -5.59 9.93 0.088
H 1.72 -6.22 10.76 0.082
H 2.29 -2.25 11.27 0.098
H 2.47 -2.45 9.51 0.073
H 3.67 -3.18 10.61 0.089
C 0.83 13.02 -3.68 -0.346
O 0.21 14.04 -3.86 0.016
N 2.18 12.93 -3.54 -0.207
C 2.85 11.66 -3.33 -0.069
C 2.98 14.14 -3.60 -0.046
H 0.33 12.04 -3.62 0.129
H 3.39 11.70 -2.37 0.091
H 3.56 11.50 -4.14 0.092
H 2.14 10.84 -3.30 0.061
H 2.65 14.82 -2.81 0.094
H 2.82 14.62 -4.57 0.094
H 4.04 13.91 -3.47 0.086
C -0.26 -5.36 -9.09 -0.364
O -0.02 -6.24 -8.28 0.002
N 0.67 -4.67 -9.80 -0.200
C 0.30 -3.63 -10.75 -0.059
C 2.07 -4.98 -9.62 -0.043
H -1.30 -5.04 -9.30 0.129
H 0.66 -3.91 -11.74 0.091
H 0.76 -2.69 -10.44 0.090
H -0.79 -3.51 -10.78 0.086
H 2.24 -6.03 -9.86 0.095
H 2.34 -4.81 -8.57 0.092
H 2.69 -4.35 -10.26 0.088
C -4.78 -3.35 0.02 -0.315
O -4.98 -2.21 -0.36 -0.032
N -4.88 -4.47 -0.74 -0.195
C -4.62 -5.79 -0.21 -0.052
C -5.26 -4.33 -2.14 -0.031
H -4.49 -3.56 1.07 0.133
H -3.80 -6.24 -0.77 0.092
H -5.52 -6.40 -0.32 0.094
H -4.35 -5.74 0.84 0.085
H -4.52 -3.70 -2.65 0.082
H -6.24 -3.85 -2.20 0.097
H -5.29 -5.31 -2.62 0.093
C -2.66 -10.06 -4.61 -0.343
O -3.27 -9.03 -4.80 0.001
N -1.31 -10.16 -4.46 -0.204
C -0.65 -11.43 -4.23 -0.062
C -0.50 -8.96 -4.53 -0.047
H -3.18 -11.03 -4.53 0.130
H -0.12 -11.39 -3.27 0.089
H 0.06 -11.62 -5.03 0.091
H -1.38 -12.24 -4.19 0.084
H -0.83 -8.26 -3.76 0.086
H -0.65 -8.49 -5.51 0.092
H 0.55 -9.19 -4.40 0.091
```

Computed properties:
- multiplicity = 1
- E_LUMO (eV) = -3.8
- charge = +1
- HOMO level (eV) = -10.18

---

# 2
Below is a 3-piece molecular cluster, C24H46Cl2NO8 overall, with properties calculated with ωB97M-V with the def2-TZVPD basis set.

Geometry as XYZ:
```
81
Properties=species:S:1:pos:R:3:lowdin_charge:R:1
C 3.72 -0.31 2.56 -0.008
C 4.10 -0.59 1.13 -0.485
O 5.19 -0.22 0.71 0.059
N 3.20 -1.33 0.32 0.025
C 3.76 -2.32 -0.47 -0.466
C 4.87 -3.13 0.19 -0.002
O 3.34 -2.66 -1.56 0.049
C 2.03 -0.50 -0.05 -0.261
C 0.81 -1.38 -0.35 -0.172
C -0.11 -1.79 0.87 -0.398
C -1.46 -1.05 0.80 -0.088
C 0.49 -1.54 2.24 -0.109
C 2.33 0.41 -1.17 -0.609
Cl 1.90 -0.01 -2.86 0.570
C 2.84 1.64 -0.98 -0.710
C 3.12 2.29 0.33 -0.150
Cl 3.23 2.71 -2.34 0.609
H 4.14 0.65 2.85 0.078
H 2.66 -0.33 2.74 0.038
H 4.21 -1.07 3.16 0.085
H 5.73 -2.51 0.45 0.064
H 5.19 -3.89 -0.51 0.072
H 4.48 -3.60 1.09 0.078
H 0.17 -0.82 -1.01 0.065
H 1.12 -2.32 -0.81 0.092
H -0.32 -2.85 0.81 0.112
H -1.38 -0.10 1.31 0.072
H -1.76 -0.84 -0.22 0.064
H -2.24 -1.62 1.30 0.058
H -0.21 -1.94 2.99 0.063
H 1.42 -2.09 2.37 0.065
H 0.61 -0.48 2.45 0.063
H 4.17 2.23 0.62 0.068
H 2.85 3.35 0.28 0.056
H 2.49 1.82 1.07 0.066
C 1.52 4.20 -4.81 -0.130
O 0.44 5.06 -4.50 -0.201
C 0.55 5.60 -3.19 -0.209
C -0.19 6.91 -3.09 -0.181
O 0.50 8.02 -3.66 -0.128
C 0.54 8.10 -5.07 -0.191
C -0.75 8.56 -5.71 -0.210
O -1.71 7.52 -5.75 -0.193
C -3.03 7.98 -5.75 -0.122
H 1.52 3.32 -4.16 0.029
H 1.40 3.88 -5.84 0.086
H 2.48 4.72 -4.71 0.083
H 1.60 5.75 -2.93 0.124
H 0.11 4.89 -2.48 0.133
H -0.27 7.16 -2.03 0.125
H -1.20 6.82 -3.49 0.120
H 0.89 7.17 -5.52 0.123
H 1.29 8.87 -5.28 0.125
H -0.55 8.89 -6.74 0.125
H -1.15 9.41 -5.14 0.124
H -3.23 8.61 -4.87 0.087
H -3.69 7.12 -5.72 0.087
H -3.25 8.56 -6.66 0.085
C -0.65 -6.85 5.43 -0.118
O -1.88 -6.22 5.15 -0.198
C -1.77 -4.80 5.12 -0.203
C -2.85 -4.19 4.25 -0.185
O -2.59 -4.28 2.86 -0.131
C -2.72 -5.54 2.23 -0.181
C -4.15 -5.99 2.04 -0.202
O -4.71 -6.48 3.24 -0.197
C -6.11 -6.34 3.29 -0.122
H -0.29 -6.60 6.43 0.086
H -0.80 -7.92 5.36 0.085
H 0.12 -6.56 4.69 0.090
H -0.79 -4.50 4.75 0.127
H -1.89 -4.43 6.15 0.127
H -2.85 -3.12 4.46 0.128
H -3.83 -4.59 4.50 0.121
H -2.13 -6.30 2.74 0.123
H -2.29 -5.39 1.24 0.130
H -4.17 -6.79 1.29 0.127
H -4.74 -5.14 1.66 0.127
H -6.41 -5.29 3.16 0.087
H -6.44 -6.67 4.27 0.085
H -6.60 -6.95 2.52 0.086
```

Computed properties:
- multiplicity = 1
- E_LUMO (eV) = 2.4
- charge = -1
- HOMO level (eV) = -3.12

---

# 3
Below is C17H43BN2NbO14 as an isolated structure, with properties calculated with ωB97M-V with the def2-TZVPD basis set.

Geometry as XYZ:
```
78
Properties=species:S:1:pos:R:3:lowdin_charge:R:1
C 2.04 -0.67 1.70 -0.126
O 1.01 -1.64 1.29 -0.343
C 1.35 -3.02 1.68 -0.233
C 0.53 -4.05 0.64 -0.189
C -0.89 -4.58 1.25 -0.337
C -2.23 -3.98 0.50 -0.427
Nb -2.67 -1.79 0.92 1.243
N -3.93 -1.58 -0.86 -0.309
B -4.57 -2.23 2.11 -0.660
N -5.35 -3.52 1.94 0.017
O -5.05 -1.15 3.04 -0.130
H 2.28 -0.01 0.73 0.092
H 3.00 -1.14 2.18 0.085
H 1.55 0.08 2.47 0.099
H 0.93 -3.27 2.75 0.115
H 2.50 -3.21 1.70 0.107
H 0.48 -3.62 -0.45 0.112
H 1.24 -5.00 0.57 0.095
H -0.88 -4.43 2.42 0.084
H -0.91 -5.76 1.08 0.085
H -3.16 -4.60 0.91 0.027
H -2.16 -4.27 -0.65 0.045
H -1.24 -1.25 -0.10 -0.140
H -2.94 -0.01 1.30 -0.131
H -1.62 -1.91 2.42 -0.115
H -3.27 -1.75 -1.66 -0.056
H -4.22 -0.56 -0.83 -0.046
H -5.29 -3.80 0.92 0.045
H -4.95 -4.30 2.53 0.058
H -4.87 -1.45 3.99 0.082
C -0.48 -9.75 2.71 -0.052
O 0.92 -9.88 2.92 -0.015
C 1.65 -8.81 2.51 -0.559
O 1.20 -7.80 1.99 0.108
O 2.96 -9.06 2.77 -0.015
C 3.85 -8.02 2.39 -0.053
H -0.96 -10.66 3.08 0.091
H -0.88 -8.90 3.27 0.101
H -0.70 -9.66 1.64 0.099
H 3.62 -7.10 2.93 0.100
H 3.80 -7.85 1.31 0.099
H 4.86 -8.33 2.64 0.091
C 1.03 2.58 -1.35 -0.027
O 1.92 3.36 -2.14 -0.036
C 3.16 3.52 -1.59 -0.550
O 3.53 3.07 -0.52 0.114
O 3.90 4.28 -2.45 -0.039
C 5.23 4.53 -2.00 -0.047
H 0.08 2.51 -1.88 0.102
H 1.42 1.56 -1.21 0.093
H 0.85 3.06 -0.38 0.105
H 5.78 3.59 -1.89 0.099
H 5.21 5.09 -1.06 0.099
H 5.73 5.14 -2.75 0.093
C -3.34 6.71 0.90 -0.063
O -4.04 5.74 1.68 -0.020
C -3.74 4.46 1.36 -0.565
O -2.96 4.09 0.50 0.103
O -4.47 3.64 2.17 -0.020
C -4.26 2.25 1.94 -0.083
H -3.65 7.70 1.24 0.088
H -2.26 6.62 1.05 0.096
H -3.60 6.62 -0.16 0.095
H -3.21 1.98 2.13 0.061
H -4.55 1.98 0.92 0.087
H -4.89 1.70 2.64 0.086
C 2.96 9.63 -5.78 -0.059
O 2.26 8.66 -5.00 -0.013
C 2.56 7.37 -5.32 -0.559
O 3.34 7.01 -6.19 0.103
O 1.83 6.56 -4.51 0.001
C 2.04 5.17 -4.74 -0.046
H 2.65 10.62 -5.44 0.091
H 4.04 9.54 -5.63 0.096
H 2.70 9.53 -6.84 0.097
H 3.09 4.90 -4.55 0.087
H 1.75 4.89 -5.76 0.101
H 1.41 4.61 -4.04 0.086
```

Computed properties:
- multiplicity = 1
- E_LUMO (eV) = 2.0
- charge = -1
- HOMO level (eV) = -3.70

---

# 4
Below is C4H4O5Tm as an isolated structure, with properties calculated with ωB97M-V with the def2-TZVPD basis set.

Geometry as XYZ:
```
14
Properties=species:S:1:pos:R:3:lowdin_spin:R:1
O -3.00 -1.79 0.32 0.005
C -1.78 -1.59 0.27 0.006
O -0.87 -2.47 0.43 0.064
O -1.38 -0.40 -0.23 0.028
C -0.26 -0.30 -1.17 0.108
H -0.67 -0.56 -2.17 0.004
C 0.13 1.17 -1.22 0.007
H -0.74 1.84 -1.11 0.001
H 0.86 1.43 -0.44 0.003
H 0.61 1.39 -2.19 0.001
C 1.92 1.11 2.64 0.006
O 2.72 0.44 2.13 0.044
O 1.11 1.74 3.17 0.002
Tm 1.36 -2.00 -0.43 2.721
```

Computed properties:
- multiplicity = 4
- E_LUMO (alpha / beta) (eV) = -0.8 / -2.4
- HOMO level (alpha / beta) (eV) = -7.47 / -8.54